Record 1
Here is a gas-phase ion, C4H11N2O (charge +1) in a non-equilibrium geometry from the OMol25 dataset. Energies are from wB97M-V/def2-TZVPD.

```
18
Properties=species:S:1:pos:R:3:forces:R:3:mulliken_charge:R:1
O -0.5420 1.9296 1.5283 0.170 0.051 0.309 -0.44
C -1.1165 1.5544 0.5506 -0.790 -0.431 -0.429 -0.02
C -0.8614 0.1781 -0.0283 1.639 -0.157 -0.025 -0.13
C 0.2840 0.3242 -1.0679 -0.224 -0.415 0.665 -0.87
C 0.6707 -1.0741 -1.5475 1.103 0.473 -0.373 -0.56
N 1.5383 -1.7174 -0.5501 -0.010 -0.372 0.674 -0.63
N -0.2492 -0.6594 1.0711 -0.202 1.418 0.383 -0.24
H -1.8323 2.1466 -0.0217 -0.045 0.504 -0.034 0.41
H -1.6758 -0.3348 -0.5220 -0.482 0.085 0.334 0.41
H 0.0050 0.9957 -1.8739 -0.069 -0.034 -0.091 0.43
H 1.1477 0.7378 -0.5391 -0.020 0.324 -0.182 0.38
H -0.2167 -1.6921 -1.6221 -0.066 -0.160 -0.515 0.36
H 1.2160 -0.9700 -2.4885 -0.479 -0.270 -0.213 0.38
H 0.5958 -1.1685 0.6994 0.238 -0.640 -0.367 0.36
H 1.6120 -2.7162 -0.6967 -0.025 -0.019 -0.068 0.22
H 2.4848 -1.3621 -0.4833 -0.045 0.223 -0.364 0.21
H 0.0831 0.0428 1.7588 -0.171 -0.174 0.034 0.41
H -0.8818 -1.2838 1.5339 -0.523 -0.406 0.264 0.33
```
Positions in Å, forces in eV/Å.

Computed properties:
* net charge: +1
* frontier orbital gap: 11.00 eV
* SMILES string: NCC[C@@H]([NH3+])C=O
* max |F|: 0.0320 hartree/bohr
* energy relative to the best compared isomer or geometry (same formula, charge and spin): 137.1 kJ/mol

=====

Record 2
Here is a gas-phase ion, C4H11N2O (charge +1) in a non-equilibrium geometry from the OMol25 dataset. Energies are from wB97M-V/def2-TZVPD.

```
18
Properties=species:S:1:pos:R:3:forces:R:3:mulliken_charge:R:1
O 1.2495 -0.1948 1.5014 -3.694 4.011 -1.161 -0.69
C 0.3069 0.6207 0.9997 4.164 -6.072 0.967 0.40
N 0.2669 1.9331 1.1025 -0.028 1.082 0.273 -0.14
C 0.2543 2.8117 -0.1058 -0.138 0.357 -0.313 -0.76
C -0.6976 -0.3043 0.2100 0.594 2.322 -2.983 -0.46
N 0.1296 -1.4590 -0.3616 0.988 1.246 0.425 -0.30
C -0.4592 -2.7400 -0.8458 2.381 -0.778 0.711 -0.72
H 0.7184 2.3148 1.9549 -0.006 -0.441 -1.051 0.32
H 1.2857 2.9423 -0.5242 -0.857 -0.644 0.217 0.30
H -0.0319 3.8325 0.1634 -0.275 -0.356 0.234 0.32
H -0.4835 2.4535 -0.8711 0.865 0.208 0.738 0.26
H -1.1134 0.2789 -0.7222 0.140 -1.305 2.070 0.33
H -1.4264 -0.6728 0.9333 -0.086 -0.069 -0.433 0.32
H 0.7540 -1.2272 -1.1381 -0.531 1.181 -0.221 0.39
H 0.9210 -1.5160 0.3694 -1.330 -0.370 0.200 0.46
H 0.5798 -3.3325 -0.7498 -3.096 0.160 -1.087 0.34
H -1.1805 -3.0463 -0.1454 -0.483 -0.835 1.343 0.33
H -1.0736 -2.6945 -1.7704 1.394 0.302 0.070 0.29
```
Positions in Å, forces in eV/Å.

Computed properties:
* net charge: +1
* frontier orbital gap: 10.86 eV
* SMILES string: CNC(=O)C[NH2+]C
* max |F|: 0.1444 hartree/bohr
* energy relative to the best compared isomer or geometry (same formula, charge and spin): 294.1 kJ/mol

=====

Record 3
Here is 2 unconnected molecules or ions with the total composition C4H11N2O in a non-equilibrium geometry from the OMol25 dataset. Energies are from wB97M-V/def2-TZVPD.

```
18
Properties=species:S:1:pos:R:3:forces:R:3:mulliken_charge:R:1
C 1.1893 1.6638 -0.1628 2.532 -0.510 -1.608 0.53
C 0.4843 2.7404 0.5019 0.177 0.612 -1.981 -0.93
C -1.1797 -2.8474 0.1084 -0.074 -2.181 -0.018 -1.24
C -0.6733 -1.9266 -1.0168 -3.035 0.070 0.229 -0.11
N 2.4694 1.6248 -0.4487 -1.484 1.339 1.609 -0.28
N 0.3923 -1.1156 -0.6476 2.019 1.682 0.670 -0.13
O 1.0563 -1.5085 0.4537 -0.648 -0.901 1.413 -0.32
H 0.9067 3.7077 0.0718 -1.118 -0.947 0.434 0.35
H -0.5940 2.5927 0.5633 0.141 0.403 -0.407 0.30
H 0.8599 2.6578 1.4584 0.711 0.105 2.708 0.36
H -0.2981 -3.5173 0.5407 -2.105 1.060 -0.847 0.39
H -1.8215 -2.4365 0.9277 1.046 0.276 -0.595 0.33
H -1.9039 -3.5444 -0.3776 0.784 0.160 0.348 0.32
H -1.5549 -1.2442 -1.3849 1.665 -1.169 0.519 0.26
H -0.3156 -2.4819 -1.8967 -0.328 -0.206 0.107 0.26
H 3.0984 2.3702 -0.0073 -0.897 -1.239 -1.010 0.28
H 2.9225 0.8975 -0.9966 -0.317 -0.163 0.196 0.30
H 0.5435 -2.1929 1.0476 0.930 1.608 -1.768 0.32
```
Positions in Å, forces in eV/Å.

Computed properties:
* net charge: +1
* frontier orbital gap (alpha / beta): 9.20 / 5.85 eV
* max |F|: 0.0592 hartree/bohr
* energy relative to the best compared isomer or geometry (same formula, charge and spin): 737.0 kJ/mol

=====

Record 4
Here is 2 unconnected molecules or ions with the total composition C4H11N2O in a non-equilibrium geometry from the OMol25 dataset. Energies are from wB97M-V/def2-TZVPD.

```
18
Properties=species:S:1:pos:R:3:forces:R:3:mulliken_charge:R:1
C -1.6672 -0.0640 -0.1095 2.277 0.392 0.289 -0.41
C 1.1962 -0.0789 -1.1549 0.851 0.119 -0.620 -1.28
C 0.5433 -1.6598 1.0614 -3.253 -4.436 -1.843 -0.47
C 0.9240 0.3702 0.2569 0.116 0.511 -0.943 0.95
N -2.3373 0.9219 0.3298 -1.596 0.353 1.400 -0.29
N 0.9569 1.6280 0.5994 -0.064 2.641 -1.324 -0.36
O 0.9132 -0.4190 1.2426 1.848 3.702 1.957 -0.32
H -2.1471 -0.6509 -0.8307 -1.390 -0.835 -1.102 0.32
H 0.3358 -0.6321 -1.5019 0.058 -0.261 -0.157 0.43
H 1.2670 0.8139 -1.8036 0.203 -0.474 0.350 0.34
H 2.1423 -0.7352 -1.2768 -1.459 1.209 0.515 0.35
H 0.9158 -2.2621 1.9041 -0.453 -0.021 -0.663 0.27
H 0.8333 -1.9830 0.0279 0.169 -0.580 1.287 0.31
H -0.6291 -1.5261 0.9178 1.889 -1.141 0.829 0.21
H -3.3507 1.0422 0.3052 -0.026 0.001 -0.771 0.27
H 0.8488 2.0543 1.4909 -0.038 -0.883 1.276 0.26
H -1.9768 1.4361 1.1161 0.457 0.425 0.097 0.20
H 0.8637 2.3899 -0.0641 0.411 -0.720 -0.576 0.23
```
Positions in Å, forces in eV/Å.

Computed properties:
* net charge: +1
* frontier orbital gap: 9.72 eV
* max |F|: 0.1128 hartree/bohr
* energy relative to the best compared isomer or geometry (same formula, charge and spin): 432.5 kJ/mol

=====

Record 5
Here is a gas-phase ion, C4H11N2O (charge +1) in a non-equilibrium geometry from the OMol25 dataset. Energies are from wB97M-V/def2-TZVPD.

```
18
Properties=species:S:1:pos:R:3:forces:R:3:mulliken_charge:R:1
C -1.1453 0.4459 1.0211 4.964 0.659 2.935 -0.03
C 0.3334 -0.0034 0.4847 -2.299 1.806 -0.298 0.35
C 1.7268 0.0558 1.1249 -0.557 -3.627 -2.615 -1.26
C 0.2138 -1.3218 -1.5445 0.144 0.289 -1.004 -0.75
N -1.8822 1.2042 0.0862 -2.115 0.819 1.223 -0.59
N 0.2009 0.1038 -1.0758 1.524 -0.074 2.685 -0.13
O -0.6697 -0.8607 0.7791 -1.694 -1.527 0.874 -0.42
H -1.1032 0.7199 2.1726 -0.552 -0.609 -2.525 0.37
H 1.7452 -0.2948 2.1250 -0.356 0.403 1.127 0.44
H 2.0456 1.0011 0.8984 1.238 2.528 0.303 0.38
H 2.4848 -0.6691 0.6257 -1.400 1.016 0.369 0.29
H 0.8810 -1.9851 -0.8950 -0.570 1.173 -1.285 0.30
H -0.8257 -1.6124 -1.3083 0.698 -0.449 -0.968 0.32
H 0.4989 -1.1854 -2.6422 -0.560 -1.217 1.484 0.36
H -2.9017 0.9960 0.2074 0.934 -0.022 -0.502 0.29
H -1.8370 2.1857 0.4841 0.121 -1.196 -0.985 0.29
H -0.7668 0.5479 -1.1691 1.069 0.148 -0.296 0.45
H 1.0011 0.6724 -1.3744 -0.588 -0.119 -0.521 0.37
```
Positions in Å, forces in eV/Å.

Computed properties:
* net charge: +1
* frontier orbital gap: 11.44 eV
* SMILES string: C[NH2+][C@]1(C)O[C@@H]1N
* max |F|: 0.1129 hartree/bohr
* energy relative to the best compared isomer or geometry (same formula, charge and spin): 371.5 kJ/mol

=====

Record 6
Here is a gas-phase ion, C4H11N2O (charge +1) in a non-equilibrium geometry from the OMol25 dataset. Energies are from wB97M-V/def2-TZVPD.

```
18
Properties=species:S:1:pos:R:3:forces:R:3:mulliken_charge:R:1
N 0.3784 0.4428 -1.8190 -1.563 0.638 1.038 -0.24
C -0.9981 -0.0969 -1.4363 0.301 -0.572 -0.785 -0.51
C -0.7330 -1.4118 -0.6593 -0.980 1.448 1.740 -0.66
N 0.2344 -1.1026 0.3993 1.061 -0.365 -1.168 -0.36
C -0.1609 -0.3521 1.5580 -0.457 -1.429 1.431 -0.49
C 0.7097 0.8631 1.6447 -0.560 1.959 0.032 -0.03
O 0.6278 1.7253 0.7925 0.230 -0.491 -0.367 -0.51
H 0.7734 0.4664 -0.8470 0.842 -0.370 -0.709 0.29
H 0.3283 1.4141 -2.1232 -0.006 -0.045 -0.224 0.35
H 0.8214 -0.1338 -2.5240 0.476 -0.112 0.218 0.33
H -1.4720 0.6848 -0.8457 0.121 -0.153 0.192 0.32
H -1.6008 -0.2577 -2.3317 0.142 -0.001 0.043 0.41
H -0.4835 -2.2404 -1.3141 0.385 -0.014 0.161 0.43
H -1.6453 -1.6378 -0.0922 -0.345 -0.339 -0.819 0.34
H 0.9179 -1.8022 0.6298 -0.137 -0.323 -0.274 0.21
H -1.2446 -0.1664 1.5774 0.294 0.688 -0.374 0.32
H -0.0672 -0.9589 2.4761 0.326 0.083 -0.266 0.39
H 1.3979 1.0793 2.4795 -0.131 -0.602 0.130 0.41
```
Positions in Å, forces in eV/Å.

Computed properties:
* net charge: +1
* frontier orbital gap: 10.34 eV
* SMILES string: [NH3+]CCNCC=O
* max |F|: 0.0480 hartree/bohr
* energy relative to the best compared isomer or geometry (same formula, charge and spin): 201.6 kJ/mol

=====

- Among the records above, which one has the lowest max |F|?
  number 1